No. 1
{"formula": "C4H7NO2", "method": "ωB97M-V with the def2-TZVPD basis set", "charge": 0, "homo_ev": -10.337, "smiles": "CC(=O)N(C)C=O", "species": ["C", "C", "O", "N", "C", "C", "O", "H", "H", "H", "H", "H", "H", "H"], "coordinates": [[2.03064, 0.30227, -0.09557], [0.78376, -0.51523, -0.50677], [0.92402, -1.48857, -1.21626], [-0.50366, -0.09258, -0.04404], [-1.81863, -0.74616, -0.30296], [-0.62846, 0.96429, 0.84056], [-1.69379, 1.31313, 1.28940], [2.00241, 1.34595, -0.42941], [2.90327, -0.16516, -0.56472], [2.21359, 0.31402, 0.98541], [-2.63678, -0.02053, -0.16558], [-1.88194, -1.13655, -1.31632], [-2.01226, -1.52800, 0.44217], [0.30959, 1.46933, 1.11082]], "mulliken_charge": [-1.298, 0.831, -0.551, 0.093, -0.912, -0.003, -0.527, 0.372, 0.288, 0.376, 0.344, 0.321, 0.301, 0.366]}

No. 2
{"formula": "C32H50N2O19", "method": "ωB97M-V with the def2-TZVPD basis set", "charge": 0, "homo_ev": -9.907, "smiles": "O=[N+]([O-])c1ccccc1.O=[N+]([O-])c1ccccc1.CCOC(=O)OC.CCOC(=O)OC.CCOC(=O)OC.CCOC(=O)OC.CCOC(=O)OC", "species": ["O", "N", "O", "C", "C", "C", "C", "C", "C", "H", "H", "H", "H", "H", "O", "N", "O", "C", "C", "C", "C", "C", "C", "H", "H", "H", "H", "H", "C", "C", "O", "C", "O", "O", "C", "H", "H", "H", "H", "H", "H", "H", "H", "C", "C", "O", "C", "O", "O", "C", "H", "H", "H", "H", "H", "H", "H", "H", "C", "C", "O", "C", "O", "O", "C", "H", "H", "H", "H", "H", "H", "H", "H", "C", "C", "O", "C", "O", "O", "C", "H", "H", "H", "H", "H", "H", "H", "H", "C", "C", "O", "C", "O", "O", "C", "H", "H", "H", "H", "H", "H", "H", "H"], "coordinates": [[-1.78099, 0.47631, -2.91783], [-1.79479, 0.67888, -1.72195], [-2.53391, 1.43303, -1.17306], [-0.75971, -0.03515, -0.98142], [-0.91835, -0.27499, 0.40277], [0.15648, -0.87107, 1.01344], [1.27250, -1.30937, 0.26547], [1.37660, -1.06661, -1.10792], [0.32935, -0.39267, -1.72189], [-1.79855, 0.13466, 0.93342], [0.19729, -0.96487, 2.07211], [2.18977, -1.65341, 0.76735], [2.30930, -1.30700, -1.57634], [0.29084, -0.08023, -2.72380], [3.91938, -0.34693, -3.93758], [3.21063, -1.30958, -4.10828], [3.48498, -2.44948, -3.80825], [1.85593, -1.04701, -4.60843], [1.50042, 0.24626, -4.93320], [0.23218, 0.50519, -5.39784], [-0.62527, -0.55260, -5.63739], [-0.24551, -1.87546, -5.40898], [1.02092, -2.14763, -4.86800], [2.09167, 1.10405, -4.72703], [-0.11973, 1.59827, -5.51808], [-1.62512, -0.47893, -6.06143], [-0.98671, -2.62073, -5.76223], [1.42417, -3.06645, -4.61667], [-2.72446, 4.23147, 0.97436], [-4.21711, 3.87507, 0.66270], [-4.93058, 5.01420, 1.18550], [-6.25002, 5.08497, 0.83652], [-6.83848, 4.36296, 0.03479], [-6.82528, 6.03929, 1.55847], [-6.11496, 6.83846, 2.51607], [-2.14072, 3.33941, 0.62225], [-2.48861, 4.37694, 1.98950], [-2.31514, 5.02090, 0.32974], [-4.48867, 2.92227, 1.11815], [-4.33741, 3.90646, -0.41829], [-6.00672, 6.23824, 3.39666], [-6.73427, 7.67139, 2.69245], [-5.17165, 7.13851, 2.05853], [4.66235, 1.64351, -1.24348], [3.78567, 2.56933, -1.96883], [2.38978, 2.39085, -1.56115], [1.54734, 3.08026, -2.37935], [1.88444, 3.68672, -3.37763], [0.29061, 3.01500, -1.93100], [-0.56157, 3.84214, -2.68260], [5.66791, 1.86450, -1.53363], [4.50937, 0.62045, -1.63423], [4.50691, 1.72021, -0.18152], [3.81367, 2.40397, -3.06887], [4.12784, 3.60745, -1.88862], [-0.77173, 4.75642, -2.14457], [-1.58762, 3.40607, -2.57775], [-0.38368, 4.02726, -3.71461], [5.68867, -0.65752, 4.53429], [5.94577, -0.09901, 3.14425], [4.79525, 0.12516, 2.29014], [3.97640, 1.13916, 2.66272], [4.28056, 1.94760, 3.52354], [2.83280, 1.10431, 1.93919], [1.83709, 2.06997, 2.20267], [6.68808, -0.89518, 4.77335], [5.11596, -1.58152, 4.59293], [5.23034, 0.09962, 5.13116], [6.45570, -0.92814, 2.59075], [6.55399, 0.81213, 3.16873], [1.18256, 1.84127, 3.05052], [1.24215, 2.10887, 1.29390], [2.26076, 3.08038, 2.34380], [-4.23214, -3.72434, -3.70671], [-3.78158, -2.36791, -3.10663], [-2.85262, -2.51388, -2.10965], [-3.24997, -3.00073, -0.92032], [-4.37713, -2.92352, -0.50672], [-2.20975, -3.53159, -0.26354], [-2.51494, -4.01194, 1.11907], [-4.67306, -4.29915, -2.92245], [-3.38680, -4.17577, -4.24925], [-5.04383, -3.59954, -4.46237], [-4.60737, -1.77917, -2.71975], [-3.28836, -1.66520, -3.77935], [-3.34756, -4.73544, 1.01717], [-2.82683, -3.21909, 1.78727], [-1.64252, -4.52857, 1.46451], [0.99853, -1.41829, 5.13053], [0.55075, -2.90887, 4.94088], [1.67171, -3.75204, 4.87704], [1.60209, -5.01610, 4.52041], [2.61672, -5.65023, 4.37420], [0.38281, -5.41917, 4.16488], [0.27429, -6.66185, 3.45094], [1.49988, -1.04734, 4.23537], [1.64693, -1.32765, 5.97140], [0.08812, -0.83282, 5.32534], [0.01440, -2.98125, 4.04013], [-0.12442, -3.20600, 5.76194], [0.96936, -6.51191, 2.58504], [-0.74824, -6.73730, 3.04483], [0.53449, -7.64162, 3.88734]], "mulliken_charge": [-0.554, 1.224, -0.617, 0.117, -1.201, -0.738, -1.103, -0.100, 0.812, 0.421, 0.943, 0.431, 0.256, 0.011, -0.644, 1.146, -0.629, 0.104, -0.418, -0.304, -0.397, -0.555, -0.576, 0.526, 0.268, 0.385, 0.378, 0.690, -0.855, -0.295, -0.262, 0.740, -0.563, -0.340, -0.579, 0.053, 0.436, 0.268, 0.318, 0.275, 0.250, 0.282, 0.276, -0.787, -0.318, -0.067, 0.569, -0.619, 0.010, -0.907, 0.485, 0.173, -0.099, 0.270, 0.376, 0.281, 0.231, 0.417, -1.155, -0.277, -0.277, 0.496, -0.619, 0.210, -0.649, 0.415, 0.266, 0.346, 0.299, 0.336, 0.287, 0.001, 0.391, -1.194, -0.292, -0.075, 0.636, -0.577, -0.291, -0.675, 0.364, 0.248, 0.380, 0.413, 0.202, 0.351, 0.312, 0.201, -0.907, -0.015, -0.247, 0.714, -0.586, -0.337, -0.640, -0.054, 0.440, 0.387, 0.152, 0.290, 0.306, 0.221, 0.305]}

No. 3
{"formula": "C3H6N2S", "method": "ωB97M-V with the def2-TZVPD basis set", "charge": 0, "homo_ev": -8.659, "species": ["C", "C", "C", "N", "N", "S", "H", "H", "H", "H", "H", "H"], "coordinates": [[0.20234, -1.55023, 0.09244], [0.51551, -0.70565, -1.04860], [-1.07817, 0.40625, 0.92999], [-0.56440, -1.24563, 1.02665], [1.00973, 1.96723, 0.29727], [-0.03577, 1.13465, -0.50375], [0.59227, -2.45927, 0.23087], [1.51141, -0.80294, -1.47001], [-0.40343, -0.88710, -1.82337], [-2.09967, 0.32502, 0.53864], [-0.60101, 0.89343, 1.79021], [0.95119, 2.92425, -0.06035]], "mulliken_charge": [-0.125, -0.576, -0.492, -0.522, -0.625, 0.213, 0.522, 0.387, 0.245, 0.336, 0.396, 0.240]}

No. 4
{"formula": "C5H10S", "method": "ωB97M-V with the def2-TZVPD basis set", "charge": 0, "homo_ev": -8.668, "smiles": "C=CCCSC", "species": ["C", "C", "C", "C", "S", "C", "H", "H", "H", "H", "H", "H", "H", "H", "H", "H"], "coordinates": [[-2.87256, 0.74366, -0.06258], [-1.52196, 0.33991, -0.29418], [-1.10783, -0.98827, 0.00215], [0.25156, -1.04477, 0.58013], [1.66914, -0.27595, -0.43572], [1.58077, 1.33114, 0.42947], [-3.18838, 1.61119, -0.34821], [-3.83056, 0.18584, 0.39653], [-0.52624, 1.10401, -0.58409], [-1.04258, -1.70085, -0.91133], [-1.80591, -1.60825, 0.69074], [0.36854, -2.16158, 0.65358], [0.28993, -0.45164, 1.59180], [0.61073, 1.85582, 0.62016], [2.11344, 2.03676, -0.40996], [2.32477, 1.25398, 1.34242]], "mulliken_charge": [-1.062, 0.166, -0.229, -0.801, -0.052, -0.977, 0.374, 0.184, 0.232, 0.193, 0.279, 0.363, 0.331, 0.440, 0.277, 0.282]}

No. 5
{"formula": "C9H10O4S2", "method": "ωB97M-V with the def2-TZVPD basis set", "charge": 0, "homo_ev": -8.703, "species": ["C", "C", "C", "C", "C", "C", "C", "C", "C", "O", "O", "O", "O", "S", "S", "H", "H", "H", "H", "H", "H", "H", "H", "H", "H"], "coordinates": [[-2.68977, 0.18440, 0.90615], [-2.59648, -0.68769, -0.11175], [-2.15064, 1.52759, 0.64131], [-0.50049, -0.75565, -1.22924], [1.98804, -0.13994, 1.17752], [2.63343, 1.03291, 0.53399], [-1.94827, -0.39806, -1.44492], [-1.14307, 1.55169, -0.59243], [-0.04045, 0.47715, -0.43814], [-2.47606, 2.53569, 1.16987], [0.05670, 1.36779, 2.04482], [1.47432, 2.73423, -1.14356], [-1.89702, 1.06085, -1.70953], [0.13746, 0.07680, 1.40313], [1.61129, 1.30548, -0.96866], [-3.21741, -0.04820, 1.84458], [-3.22596, -1.63127, -0.08120], [-0.22298, -1.74380, -0.89267], [-0.01732, -0.66640, -2.21036], [1.77636, -1.21715, 0.71934], [2.39727, -0.28044, 2.22341], [2.66463, 1.94313, 1.18950], [3.61800, 0.90675, 0.12837], [-2.50061, -0.77760, -2.27297], [-0.92200, 2.54064, -0.60033]], "mulliken_charge": [-0.899, -0.255, 0.486, -1.062, -0.741, -0.555, 0.152, -0.692, 0.600, -0.565, -0.579, -0.587, -0.597, 0.494, 0.379, 0.410, 0.330, 0.374, 0.377, 0.338, 0.434, 0.316, 0.432, 0.595, 0.816]}